71
Properties=species:S:1:pos:R:3:lowdin_charge:R:1 method="wB97M-V/def2-TZVPD" gap_ha="0.189 / 0.189" homo_energy_ev="-10.388 / -10.388" total_charge=+1 e_above_lowest_kcal_mol=5.57
W 0.69447 0.42000 -0.15076 1.05
Se 1.82620 2.28226 -0.78627 0.51
S 5.52085 -1.26507 0.93175 0.86
S 2.97927 1.84389 2.52075 0.84
S 4.80337 3.78407 3.84249 0.64
S 2.32282 -0.72359 1.11958 0.68
S 5.87124 1.46160 2.31770 0.95
F 2.17982 -3.09531 -5.10292 0.09
C 1.85476 -2.84303 -2.79839 0.01
C 4.56688 2.45946 2.94186 -1.46
C 1.12590 -0.20422 -3.22552 -0.14
C -0.66023 -0.03531 3.26971 -0.54
C 1.46170 -2.04702 -1.73786 -0.15
C -0.91453 -0.94075 0.82974 -0.14
C 1.08016 -0.70322 -1.91081 -0.36
C -1.92964 -1.37574 -2.78592 -0.03
C -3.76588 -1.18057 -1.07176 -0.02
C 1.49422 -0.98651 -4.30526 0.01
C -3.60034 2.37918 -0.27201 -0.01
C -1.46544 3.46738 -0.91702 -0.08
C 7.16547 -0.79847 0.33036 -0.37
C -0.32783 1.29641 3.95049 -0.04
C 3.53704 0.43226 1.63878 -1.08
C -1.54074 1.00089 -0.26575 -0.21
C -1.49270 -0.45550 -0.39301 -0.18
C -1.03562 1.30847 1.05676 -0.13
C -2.26180 2.15140 -1.00134 -0.52
C -0.71437 0.11716 1.75684 -0.28
C 1.84576 -2.30938 -4.07694 -0.27
C 0.33464 -1.10487 3.72883 -0.05
C 4.87195 0.22402 1.57838 -0.97
C -2.48987 1.92803 -2.49770 -0.04
C -2.09116 -0.44754 3.66511 -0.01
C -2.00943 -2.89879 -0.85048 -0.04
C -2.26577 -1.44523 -1.29031 -0.50
H -1.10660 3.70920 0.07759 0.07
H 2.16994 -3.86140 -2.64188 0.13
H -4.21263 3.05509 -0.86008 0.10
H -2.15839 -0.53589 4.74568 0.10
H 1.35572 -0.76702 3.57999 0.04
H -2.80509 0.30387 3.33564 0.09
H -0.95454 -3.16421 -0.89322 0.08
H 1.50845 -0.57739 -5.30271 0.13
H 7.06178 -0.09366 -0.48742 0.05
H 0.20400 -2.04930 3.20767 0.08
H -4.00793 -1.18289 -0.01176 0.10
H -1.54590 1.68820 -2.98963 0.08
H -1.77522 -0.36562 -3.13789 0.05
H -2.85798 2.85347 -2.93685 0.10
H 7.76338 -0.37455 1.13001 0.03
H -3.43482 2.83091 0.70222 0.09
H -2.74756 -1.81046 -3.35274 0.10
H -3.22403 1.15567 -2.69454 0.07
H 0.20263 -1.29424 4.78935 0.10
H -4.14983 1.45715 -0.12308 0.07
H -4.34023 -1.96006 -1.56161 0.10
H -4.07343 -0.23452 -1.49793 0.06
H -0.18819 1.12985 5.01415 0.10
H 1.47900 -2.49439 -0.74407 0.07
H -1.13492 2.01701 3.83394 0.09
H -2.54282 -3.56048 -1.52757 0.10
H -1.03819 -1.95652 -3.00370 0.07
H -1.13870 2.27658 1.53833 0.13
H 0.86921 0.83655 -3.40926 0.08
H -2.11717 4.28164 -1.22453 0.10
H -2.39122 -3.09187 0.14790 0.09
H -2.36483 -1.39868 3.21617 0.09
H 7.60564 -1.72532 -0.02589 0.04
H -0.85518 -1.98252 1.11612 0.13
H 0.58994 1.72429 3.55150 0.02
H -0.61547 3.46513 -1.59902 0.04